No. 1
The following is a DFT calculation (ωB97M-V/def2-TZVPD) of C26H73BF3N6O11SV as an isolated structure in a non-equilibrium geometry.

Geometry as XYZ:
```
122
Properties=species:S:1:pos:R:3
V -4.5078 -0.3888 1.7561
S -3.6177 0.4392 4.9627
F -1.4811 1.4103 6.2630
F -1.2147 -0.5869 5.6410
F -1.2008 1.0666 4.1435
O 4.0357 -0.2110 -4.0440
O 3.2121 -2.9573 1.1743
O -0.7344 -6.1463 3.5506
O -2.4565 -0.5220 1.0728
O 0.3974 3.6886 -1.7227
O -0.6347 -1.4713 -4.3390
O -4.1250 -0.2266 6.1498
O 1.0985 5.1110 2.5542
O -4.6561 1.2190 1.8350
O -3.7843 -0.3131 3.7184
O -4.0474 1.8211 4.8289
N 3.2906 -5.9161 -1.0560
N 1.9971 0.9528 -1.2059
N -3.2190 -1.7948 -1.7089
N 3.2094 5.9311 -2.6945
N -2.0173 -2.7200 3.4235
N -2.2267 3.5806 2.0909
C -1.3752 -6.7980 2.4756
C 2.2380 0.3757 -2.5161
C 1.3338 -5.2513 0.2575
C -1.1292 -2.1946 -5.4552
C -1.2306 -1.8838 -3.1183
C 0.3798 -3.3359 3.4745
C -0.9196 3.4407 -2.0618
C 2.6141 4.6887 -2.1954
C -1.4556 -5.0004 4.0243
C 2.6835 -1.9579 0.3451
C -2.6386 0.2388 -2.8830
C -1.4039 5.6412 1.1369
C 1.8501 5.5152 3.6619
C -0.0974 4.4196 2.9296
C 3.6386 -4.1377 0.5248
C 1.0927 4.6953 -2.4568
C 1.2063 0.9454 -3.4958
C 2.6175 -4.7705 -0.4269
C -1.0130 4.3062 1.7215
C -2.6221 -1.2862 -2.9494
C -1.0366 -3.8085 3.1889
C -1.7473 0.5615 5.2548
C -1.1904 -0.0201 0.8865
C 2.9448 4.5031 -0.7309
C 3.6929 0.5560 -2.9118
C 5.2948 0.0908 -4.5877
B -5.5576 -0.4669 -0.3567
H -3.6639 0.5730 -2.7350
H 4.5248 -3.9455 -0.0927
H -0.5584 -1.9291 -6.3441
H -1.3676 2.8500 -1.2582
H -1.3001 -6.2488 1.5298
H 2.6645 -6.3202 -1.7438
H -1.2297 -4.0412 2.1389
H 0.5539 -2.3398 3.0622
H -6.1929 0.0553 0.4162
H -0.6218 -1.5605 -2.2666
H -4.6203 0.1542 -0.5872
H 4.3943 0.3059 -2.1075
H 2.1197 -0.7121 -2.4745
H -6.1996 -0.5612 -1.2995
H -0.8760 0.1368 -0.1524
H -2.0099 0.5531 -2.0469
H 0.6067 -3.3611 4.5417
H 1.1500 -3.9218 2.9658
H 0.2085 0.6698 -3.1646
H 4.0104 4.3946 -0.5348
H 1.7057 -2.1769 -0.0977
H -2.6355 3.1609 1.2629
H -0.4140 -0.5551 1.4512
H -0.5206 4.9106 3.8134
H 3.9597 -4.8224 1.3117
H 1.2688 2.0224 -3.6656
H -2.5754 -1.5569 -0.9544
H -1.2151 -4.8949 5.0853
H 3.0073 3.9324 -2.8795
H 5.5971 -0.6589 -5.3199
H -1.7192 6.3342 1.9214
H 3.4128 -1.4649 -0.3015
H 3.0280 6.7251 -2.0909
H 2.0360 4.6701 4.3403
H -5.2399 -1.4582 0.0841
H -0.9612 2.7588 -2.9231
H 2.2610 -4.0510 -1.1660
H -1.9025 -2.0435 2.6729
H -2.1531 -1.8512 -5.6234
H 2.3728 -1.1757 1.0466
H -2.4342 -6.9902 2.6596
H -2.2241 0.7697 -3.7466
H 3.8776 1.6187 -3.1397
H -2.5192 -5.2484 3.9724
H 3.4005 -6.6432 -0.3560
H -4.0884 -1.3324 -1.4288
H -0.6064 6.1502 0.5934
H 2.8268 5.8782 3.3475
H 4.2121 5.7902 -2.6689
H 0.1800 3.4343 3.3258
H 2.4217 3.6112 -0.3679
H -2.0476 2.7886 2.6988
H -1.2894 -2.9697 -2.9883
H 1.3799 6.2380 4.3393
H -1.8112 -2.2880 4.3160
H 0.7394 5.6813 -2.1365
H 1.4104 0.5028 -4.4752
H -1.0791 -3.2768 -5.3176
H -2.2537 5.4744 0.4729
H 1.5562 -5.8991 1.1041
H 1.8441 1.9500 -1.3350
H 2.4918 5.2416 -0.0643
H -1.5336 4.3186 -2.2861
H 1.0880 0.6617 -0.8667
H -0.8498 -7.7204 2.2264
H -0.4933 3.7575 0.9276
H 6.1103 -0.0316 -3.8634
H 0.8397 -4.3322 0.5914
H 0.8717 4.5499 -3.5163
H -3.2545 -1.6778 -3.7521
H -1.1331 0.9866 1.3361
H 0.7037 -5.6743 -0.5249
H 5.2707 1.0917 -5.0220
```

As for the charge: -1. The HOMO energy (alpha / beta) is -6.459 / -6.496 eV. For the LUMO energy (alpha / beta), the calculation gives 0.041 / 0.056 Eh. The value obtained for the energy above the lowest of the compared OMol25 structures with the same formula, charge and spin is 0.495 eV. As for the spin multiplicity: 2. Its total energy is -3857.0996 Eh.

No. 2
The following is a DFT calculation (ωB97M-V/def2-TZVPD) of a 16-piece molecular cluster, C26H73O15S overall in a non-equilibrium geometry.

Geometry as XYZ:
```
115
Properties=species:S:1:pos:R:3
S -4.0373 0.7685 2.3844
O 1.3001 5.0381 2.7536
O -8.0728 3.6051 2.9464
O -3.7671 -5.9078 -2.4523
O 1.6683 -2.9131 -4.0238
O -7.2827 -7.9044 -1.1852
O 5.7543 1.9254 -8.5353
O 7.8348 2.9705 -5.2155
O 0.6264 -5.8582 -2.8120
O -9.0518 3.7172 6.8681
O 0.8158 3.5346 -3.7997
O 6.2234 -0.1601 5.0181
O 2.8597 -0.6789 -7.6182
O 4.8481 -0.7452 7.9540
O 5.0231 3.7228 3.6726
O 3.7752 -0.1536 1.8279
C 3.0088 -1.0758 1.0753
C -2.1721 0.7275 2.7959
C -1.7693 -1.5757 1.2430
C -1.4656 0.0518 1.4392
C -1.1612 -2.3502 -0.0989
C 5.6631 1.0212 -7.4498
C -0.5900 0.9697 0.3997
C -10.3544 3.5472 7.3960
C -0.4869 3.3647 -3.2719
C 2.2535 -1.7394 -4.5570
C 2.0932 -1.6011 -8.3708
C -4.1683 -7.2099 -2.0676
C 2.4517 5.0021 1.9309
C -8.1641 2.7009 4.0319
C 7.0575 3.4476 -4.1327
C -0.3934 2.5833 0.7166
C 6.5184 -0.8737 3.8315
C -4.2991 1.4834 0.6598
C -0.6762 -6.0282 -2.2842
C 4.9319 2.8185 4.7581
C -5.0325 2.9725 0.7593
C -8.0492 -8.8266 -1.9378
C 5.9053 0.0504 8.4578
C 0.0243 0.1974 -0.9343
C -0.2815 -1.4182 -1.1312
C -5.4991 4.2866 0.9870
H -1.4040 -6.0243 -3.0993
H -3.5195 -7.9405 -2.5564
H 5.6044 3.1387 5.5577
H 0.8286 4.3916 -4.2589
H 6.9191 -1.8577 4.0871
H 0.1441 -1.9560 -2.0971
H 5.5703 1.0864 8.5510
H 7.1388 4.5359 -4.0763
H 1.6923 -3.5878 -4.7235
H 2.1782 -1.3646 -9.4343
H -1.4081 -3.4898 -0.2508
H -5.2025 -7.3797 -2.3768
H -0.5356 2.4075 -2.7474
H -0.7250 -6.9854 -1.7597
H 0.6392 -5.0013 -3.2712
H 2.2422 -0.9583 -3.7932
H 7.4324 3.0079 -3.2054
H -7.8946 1.6969 3.6947
H 4.1157 -0.6838 8.5906
H -7.9642 -8.5901 -3.0012
H 3.3477 5.0078 2.5563
H 6.0141 3.1563 -4.2758
H -9.0948 -8.7741 -1.6243
H 3.4140 0.7313 1.6494
H 7.2634 -0.3171 3.2582
H 1.6784 -1.4062 -5.4244
H 5.5602 -0.6777 5.5056
H 2.4329 4.0878 1.3332
H 7.4791 3.3773 -6.0238
H 3.9046 2.8121 5.1298
H -4.9724 0.7094 0.0670
H 0.0038 2.7234 1.8325
H -5.9057 5.2715 1.5185
H 6.6763 1.9098 -8.8438
H 6.3356 1.3413 -6.6502
H -2.4021 -2.1630 2.0398
H 6.7475 0.0031 7.7635
H -7.1509 3.5894 2.6380
H -7.6440 -7.0195 -1.3637
H 4.6358 1.0148 -7.0781
H -0.8945 -5.2192 -1.5826
H -10.5726 4.3561 8.0975
H -9.0389 4.5741 6.4089
H 0.6260 0.8669 -1.6927
H -11.0821 3.5511 6.5809
H -7.4916 3.0210 4.8315
H 5.2014 1.8146 4.4209
H 1.9632 -1.0233 1.3888
H 3.3902 -2.0839 1.2537
H 2.4984 0.2060 -7.7967
H 5.9325 0.0173 -7.7870
H -1.9445 0.0158 3.7268
H -4.0791 -7.3143 -0.9835
H 2.4529 5.8694 1.2660
H 2.4746 -2.6092 -8.1924
H -4.3602 -5.2816 -2.0035
H -10.4031 2.5900 7.9204
H 5.9451 3.7071 3.3642
H 0.3630 3.0118 -0.0880
H 5.6093 -0.9823 3.2350
H -0.7051 4.1736 -2.5703
H -1.7429 1.7853 3.0548
H 3.2862 -1.9461 -4.8485
H 3.0938 -0.8393 0.0118
H -7.6678 -9.8347 -1.7593
H 1.3444 5.8598 3.2716
H 6.2175 -0.3319 9.4327
H 1.0477 -1.5486 -8.0573
H -3.3095 1.6063 0.0343
H -1.4051 3.2037 0.5916
H -1.2146 3.3686 -4.0870
H -4.3810 -0.5892 2.2879
H -9.1914 2.6944 4.4036
```

As for the charge: +1. The HOMO energy is -11.145 eV. For the LUMO energy, the calculation gives -0.137 Eh. Its total energy is -2560.1378 Eh.

No. 3
The following is a DFT calculation (ωB97M-V/def2-TZVPD) of a 11-piece molecular cluster, C26H74BClNO14PS2 overall.

Geometry as XYZ:
```
120
Properties=species:S:1:pos:R:3
Cl -0.6275 -2.7312 -0.5796
S 1.4388 0.1898 -2.5643
S -1.0112 -0.7429 2.1772
P 0.3243 0.5356 -0.9988
O -1.3769 -0.7029 3.5464
O -8.2118 0.7115 5.0432
O 9.5702 -1.9833 -2.8810
O 3.7170 -2.6770 1.2447
O -5.2344 -1.5974 -5.2877
O 7.5904 -0.7536 1.5133
O 4.2111 -1.3214 -1.1120
O -1.6835 2.5359 -2.3276
O -3.2989 -0.5911 -2.7394
O 4.8517 2.5986 1.1180
O -3.3708 1.8008 3.0995
O -0.3069 -2.1651 2.0083
O -1.9988 -0.5737 1.1472
O -10.0815 4.4199 -0.6972
N 2.8781 -1.0388 2.8513
C -4.5789 -2.5072 -1.9998
C 10.3641 -4.2962 -2.8645
C -5.9948 0.3573 6.0064
C -9.1479 3.7417 0.1346
C 5.5784 -1.7582 -1.1744
C 1.5590 -1.4964 0.5585
C 0.4485 -2.4965 0.8429
C -3.8867 -1.2213 -1.6041
C -9.8021 3.0840 1.3329
C 3.9952 -0.0779 2.7840
C -5.5780 1.6092 2.0881
C 6.4676 -0.7154 -1.8056
C 9.1817 -3.3497 -2.8126
C 4.4219 2.7602 -0.2335
C -4.6527 -3.8385 -6.0694
C -7.4899 0.4296 6.2387
C 8.8675 1.3264 1.3800
C -2.8083 3.3196 -2.7089
C 5.4369 3.5012 -1.0794
C -5.7386 -2.8969 -5.5899
C -4.4569 2.5248 2.5403
C -4.0281 2.4737 -3.0133
C 2.8640 -1.9254 4.0228
C 7.5154 0.6700 1.5687
C 0.3202 0.3596 1.8327
C 1.1018 -0.0249 0.5751
B 2.7767 -1.7622 1.5783
H -3.8660 -3.9226 -5.3193
H 2.5487 -2.9349 3.7466
H -3.8725 -3.1690 -2.5047
H 6.8316 0.9560 0.7726
H 10.0318 -5.3313 -2.7711
H -5.0003 -3.0351 -1.1432
H 3.4499 3.2639 -0.2701
H -10.2695 3.8298 1.9803
H -5.9239 1.0022 2.9259
H 10.0286 -1.8322 -3.7144
H -8.6858 2.9930 -0.5098
H 11.0618 -4.0794 -2.0555
H 7.5117 -1.0276 -1.8061
H -8.3562 4.4259 0.4609
H -5.7469 -0.4531 5.3164
H -6.1748 -3.2612 -4.6599
H 6.1687 -0.5319 -2.8414
H -4.5945 -0.5463 -1.1071
H 5.8709 -1.9356 -0.1394
H -4.2047 -3.4755 -6.9976
H 3.8599 -2.0109 4.4677
H -9.0671 2.5423 1.9308
H 8.1806 -1.0529 2.2130
H 3.7322 -2.8500 0.2895
H -3.0648 -1.3966 -0.9135
H -5.2308 0.9362 1.3000
H 4.2758 1.7454 -0.6091
H -3.9797 -0.5140 -3.4201
H 9.5567 1.0406 2.1787
H 8.6560 -3.4472 -1.8615
H -0.9639 -0.0064 -1.0296
H -3.0521 1.1877 2.4260
H 0.8301 -3.4872 1.0720
H -3.8368 1.8125 -3.8613
H -5.6300 1.2898 5.5747
H 4.5957 -0.1199 3.6959
H -5.0608 -4.8317 -6.2627
H 4.6710 -0.2878 1.9473
H -2.5580 3.9572 -3.5639
H 10.8969 -4.2020 -3.8138
H 6.3816 0.2235 -1.2568
H 2.0156 0.5826 0.5857
H 0.9732 0.3380 2.7050
H -4.8000 3.1930 3.3313
H 5.5909 4.5168 -0.7065
H -1.4586 1.9413 -3.0541
H -6.4215 2.1833 1.6998
H -5.4596 0.1730 6.9390
H 5.0931 3.5728 -2.1124
H -2.9987 3.9760 -1.8587
H -7.7366 1.2461 6.9180
H 0.0619 1.8836 -0.7086
H 2.1674 -1.5650 4.7846
H 5.6493 -2.7050 -1.7217
H -10.5141 5.1031 -0.1741
H -4.1214 3.1501 1.7041
H -4.2839 1.8505 -2.1565
H 3.8907 -1.1171 -1.9999
H -0.1656 1.3359 1.7446
H 9.3056 1.0264 0.4271
H -10.5717 2.3825 1.0096
H 6.3968 2.9823 -1.0692
H 7.0575 0.9850 2.5125
H 3.6349 0.9466 2.6677
H 8.7727 2.4137 1.3949
H -6.5432 -2.8235 -6.3286
H 1.9176 -1.7223 -0.4499
H -4.8403 -1.2386 -6.0902
H 4.9602 3.4704 1.5135
H -7.8540 -0.4972 6.6959
H -8.0350 0.0060 4.4117
H 8.4663 -3.5874 -3.6080
H -4.8805 3.1085 -3.2625
H -5.3855 -2.2793 -2.7001
```

As for the structure (SMILES): CN(C)B(O)[C@H]1[C@H](Cl)OS(=O)(=O)C[C@@H]1[PH2]=S.CCO.CCO.CCO.CCO.CCO.CCO.CCO.CCO.CCO.CCO. As for the charge: 0. The HOMO energy is -8.496 eV. For the LUMO energy, the calculation gives 0.020 Eh. Its total energy is -3765.8843 Eh.

No. 4
The following is a DFT calculation (ωB97M-V/def2-TZVPD) of a 12-piece molecular cluster, C26H74N2O12S10 overall in a non-equilibrium geometry.

Geometry as XYZ:
```
124
Properties=species:S:1:pos:R:3
S -3.6284 0.5052 2.7305
S -0.5522 1.5861 -4.6704
S 2.0520 -4.1947 -4.5759
S 0.8846 -0.3393 0.5319
S -0.3984 -2.4398 6.7473
S -5.8077 0.8038 -1.5793
S 3.2237 -4.6309 0.6564
S 2.4553 4.9277 -1.3835
S 3.5005 0.4335 -4.3395
S -1.9250 4.9596 0.6810
O 2.3149 3.4439 -1.5535
O -1.6275 -4.1608 3.6971
O 4.9539 0.3342 -4.6136
O 0.9663 -1.2055 -0.7406
O -0.5475 5.3252 1.1993
O 0.9863 -2.7041 7.3295
O -3.6018 0.4346 1.1947
O -1.6287 2.6733 -4.7901
O 1.5816 -5.6586 -4.8017
O 2.8262 -4.0748 2.0315
O -6.5353 1.0421 -2.9298
O 2.5547 1.5711 3.5081
N -3.2479 -5.0616 2.4128
N 2.7578 3.7609 3.1904
C 4.0102 -3.2788 -0.3465
C -1.0846 0.2187 -3.6392
C 1.2233 -3.4503 -3.1257
C 0.1438 1.3016 0.0798
C 2.0148 5.5916 -3.0338
C -1.0549 -4.1709 6.5801
C -5.1640 1.3429 3.2322
C -0.4325 -1.0427 1.6354
C 4.8860 -5.3919 0.9573
C -1.5032 4.4781 -1.0013
C 3.2777 0.1593 -2.5318
C -0.4684 0.5002 -6.1550
C -0.0792 -1.9235 5.0534
C -2.4348 3.3686 1.4985
C 3.7397 4.7920 3.1322
C -3.8595 -1.1054 3.5769
C -3.9753 1.0596 -1.8836
C -1.0699 -4.8216 1.4585
C 0.9992 -3.2912 -5.8485
C -6.0699 2.3426 -0.5696
C 4.2902 5.1506 -1.5290
C 2.9853 2.4970 2.8230
C -2.0006 -4.6297 2.6041
C -4.2749 -4.6204 3.2888
C 2.9506 2.1613 -4.6353
C 3.7440 2.1755 1.5630
H -3.6227 0.1499 -2.3696
H 0.1355 -3.3914 -3.1605
H 5.7853 -4.7760 0.9644
H 4.6051 1.5683 1.8425
H 3.6573 2.8498 -4.1722
H -1.2265 -1.2978 0.9336
H -0.1678 -4.6453 6.1603
H 4.0414 0.6940 -1.9672
H -0.0110 0.8909 -7.0640
H -3.9955 -3.8416 3.9985
H 1.0466 -3.8822 -6.7631
H -1.4253 0.0713 -6.4527
H -5.1802 2.3239 2.7573
H 3.1154 1.6062 0.8782
H -0.2871 -0.5217 -3.5768
H -0.7498 -0.2813 2.3480
H 1.9374 2.3400 -4.2754
H -1.0123 0.6419 -2.6374
H 2.0495 3.8407 3.9060
H -2.2954 3.9939 -1.5722
H -4.2637 -1.7732 2.8162
H -1.3781 -4.3067 0.5485
H -5.9942 0.8332 2.7433
H -4.7322 -5.3812 3.9214
H 2.4500 4.8820 -3.7375
H -0.0509 -4.6542 1.8074
H 3.3610 -0.9038 -2.3057
H -0.2337 -1.9266 2.2415
H -5.2379 1.4292 4.3162
H 2.5543 6.5369 -3.0937
H -5.5717 3.1703 -1.0745
H 4.4442 6.2215 -1.3958
H 0.9376 5.7150 -3.1457
H 2.9234 2.1247 -5.7244
H -1.0456 -5.8693 1.1588
H -3.5363 -5.6108 1.6157
H -0.8818 1.1172 -0.2401
H 1.5312 -3.8630 -2.1650
H 1.5405 -2.4300 -2.9101
H 4.4709 4.7792 -2.5377
H 4.3224 -2.4286 0.2599
H 2.3332 0.3354 -2.0169
H -0.6310 3.8263 -1.0519
H -1.2346 -4.4032 7.6298
H -5.7675 2.2407 0.4726
H 0.5989 -2.5784 4.5061
H 1.2024 -2.2268 -5.9662
H 0.1414 -0.3320 -5.8033
H 3.3461 5.7046 3.5799
H -2.4097 2.5569 0.7714
H -1.6268 3.1126 2.1838
H 0.7174 1.6008 -0.7974
H 4.9113 -3.6425 -0.8401
H -1.9893 -4.1979 6.0196
H 0.0671 -0.8681 4.8238
H 0.2518 2.0529 0.8620
H 3.2291 -2.9478 -1.0310
H -4.3594 -1.1366 4.5450
H -0.0166 -3.2101 -5.4618
H 4.6285 4.4537 -0.7621
H -3.6192 1.8393 -2.5569
H -2.0417 -0.2692 -3.8234
H 3.7263 5.1044 2.0880
H -2.9184 -1.6097 3.7962
H 3.9394 3.0941 1.0098
H -3.4092 1.1249 -0.9544
H -7.1085 2.6653 -0.4969
H -3.3792 3.3206 2.0407
H 4.8205 -5.8665 1.9364
H 4.7979 4.7142 3.3818
H 4.9569 -6.2607 0.3029
H -1.0818 -1.9213 4.6259
H -5.1295 -4.3117 2.6868
H -1.3055 5.2965 -1.6935
```

As for the charge: -1. The HOMO energy (alpha / beta) is 0.081 / -6.362 eV. For the LUMO energy (alpha / beta), the calculation gives 0.053 / 0.052 Eh. As for the spin multiplicity: 2. Its total energy is -6028.8306 Eh.